14
Properties=species:S:1:pos:R:3 method="wB97M-V/def2-TZVPD" homo_lumo_gap_ev=9.96 e_homo_ev=-9.46 e_lumo_ha=0.01845 smiles="O/N=C1/CC[C@H]1O" total_charge=0
O 2.32 1.32 -0.04
N 1.97 0.05 -0.51
C 0.72 -0.18 -0.44
C -0.09 -1.44 -0.64
C -1.22 -0.76 0.17
C -0.47 0.59 0.09
O -0.26 1.32 1.29
H 1.71 1.50 0.70
H 0.35 -2.35 -0.21
H -0.34 -1.64 -1.69
H -1.29 -1.13 1.20
H -2.22 -0.77 -0.28
H -0.91 1.24 -0.69
H -0.27 2.26 1.07